# C20H28GaN3O2

A molecular structure, C20H28GaN3O2 (ωB97M-V/def2-TZVPD, the Open Molecules 2025 dataset).

Its largest force on an atom is 3.22 eV Å⁻¹. The HOMO energy comes out at -6.9 eV. For the molecular weight, the calculation gives 412.186 g mol⁻¹.

Geometry as XYZ:
```
54
C20H28GaN3O2 ωB97M-V/def2-TZVPD
Ga -0.50203 0.10235 0.79651
C -1.69620 -4.03523 2.05957
C -0.38986 -3.28918 1.93649
C 0.17692 -2.64553 3.03562
C 1.39493 -1.97768 2.92507
C 2.08079 -1.97708 1.71559
C 1.54107 -2.64221 0.62080
C 0.31014 -3.27804 0.72764
H -1.50959 -5.09017 2.27075
H -2.26753 -3.98049 1.13248
H -2.30719 -3.64252 2.87497
H -0.33083 -2.68687 3.99642
H 1.82394 -1.48760 3.79178
H 3.04207 -1.48643 1.63347
H 2.08603 -2.67566 -0.31319
H -0.09732 -3.80688 -0.12706
N -1.22527 -0.32461 2.53481
N -1.91610 0.84855 2.91655
C -2.51301 1.58089 1.86310
O -3.30088 2.46134 2.09640
O -2.03494 1.17988 0.73439
H -1.82448 -1.14522 2.49522
H -0.45494 -0.50444 3.16566
H -2.41921 0.86403 3.78903
C 0.93930 -1.35836 -3.17658
C -0.40740 -0.62302 -3.15244
C -1.43821 -1.39128 -2.31409
C -0.23793 0.83456 -2.73400
C -0.56761 1.79794 -3.68036
C -0.40787 3.15035 -3.42368
C 0.18387 3.54317 -2.23742
C 0.56509 2.62272 -1.26806
C 1.32826 3.17484 -0.06515
C 2.68634 2.48690 0.12128
C 0.52204 3.17852 1.24183
C 0.29907 1.23871 -1.47423
N 0.68903 0.27201 -0.54173
H 0.79502 -2.40643 -3.46098
H 1.39701 -1.31074 -2.18810
H 1.61908 -0.89435 -3.89469
H -0.78478 -0.59939 -4.17660
H -1.03361 -1.62976 -1.33148
H -1.69931 -2.33006 -2.81307
H -2.34942 -0.80190 -2.18273
H -0.98444 1.48160 -4.63143
H -0.71451 3.88732 -4.15623
H 0.35871 4.60008 -2.05987
H 1.53347 4.21874 -0.30712
H 2.54957 1.43505 0.36286
H 3.24486 2.96999 0.93032
H 3.27502 2.55407 -0.79599
H 0.55296 2.19809 1.73171
H -0.52308 3.43568 1.06354
H 0.94298 3.90375 1.94242
```